{"formula": "C40H125N9O18", "method": "wB97M-V/def2-TZVPD", "elements": ["H", "H", "H", "H", "H", "H", "N", "H", "H", "H", "C", "H", "H", "C", "H", "H", "H", "H", "H", "H", "H", "H", "C", "C", "N", "H", "H", "H", "H", "H", "H", "H", "H", "H", "H", "H", "H", "N", "C", "H", "H", "O", "H", "H", "H", "H", "C", "H", "O", "C", "H", "O", "H", "C", "C", "C", "H", "C", "H", "O", "H", "O", "H", "C", "H", "H", "H", "N", "H", "H", "C", "H", "H", "H", "H", "H", "H", "H", "C", "O", "H", "N", "H", "H", "H", "H", "H", "H", "C", "H", "C", "H", "H", "C", "C", "O", "H", "O", "O", "H", "N", "C", "H", "O", "H", "C", "N", "H", "N", "H", "H", "H", "H", "H", "H", "H", "H", "H", "H", "H", "C", "H", "C", "C", "H", "C", "O", "H", "C", "H", "H", "O", "H", "H", "H", "C", "H", "H", "N", "H", "O", "C", "H", "C", "H", "C", "H", "C", "H", "H", "H", "H", "H", "H", "C", "H", "H", "H", "O", "H", "H", "H", "H", "H", "H", "H", "O", "H", "C", "H", "C", "H", "H", "C", "C", "C", "H", "H", "H", "H", "H", "H", "H", "O", "C", "H", "O", "C", "C", "C", "H", "O"], "coordinates": [[-6.16960, 2.63313, 7.64965], [6.63833, 4.16468, 12.07328], [1.01615, 13.20556, -0.96769], [4.15059, 1.10961, 9.67855], [-3.87080, -6.82229, 3.42886], [-3.75165, -6.71596, 5.80027], [-0.72922, 0.35915, -0.16227], [-2.93446, 1.36249, -8.69487], [3.79184, 3.84650, -7.31684], [5.07022, 4.58051, -6.33903], [7.76099, 2.14716, -9.67083], [1.07426, -1.42869, -0.37280], [8.44404, 1.34302, -9.94451], [-5.52599, 5.58305, -1.14331], [6.10432, -8.58797, -3.19042], [1.29952, -7.67857, 2.33941], [2.79525, -2.66322, -3.32648], [9.75642, -9.46832, 5.95208], [-7.40254, 3.39503, 5.77593], [10.83930, 1.18336, -2.72390], [-8.50555, -2.72782, -5.57283], [4.84696, 5.15537, -8.03978], [1.18649, 12.59743, 1.19650], [-2.92833, -6.28474, 3.32443], [-9.84117, -2.88330, -7.22433], [-0.42262, -5.04132, 5.94815], [-5.19557, 4.59620, -0.81918], [-10.66650, -2.39202, -6.91199], [-7.63338, 0.11422, -11.07415], [-8.52170, -5.27442, -6.99961], [8.14192, 2.79812, -8.88392], [-0.85720, 1.33808, 0.05084], [-4.49955, 0.86029, -8.32329], [6.40185, -5.92889, 6.07648], [-5.39083, -4.76803, -6.84563], [-5.96176, -0.94244, 0.23807], [8.91411, -6.81472, 3.29548], [-7.05961, 0.12294, -11.90531], [-9.61368, 6.41307, 9.82399], [8.59561, -5.32245, 4.15236], [-5.03475, 7.09074, 1.05100], [2.34278, -10.36173, -2.33189], [11.24776, -9.21345, 5.07807], [5.25328, 0.12176, -10.06583], [-6.68118, 4.73827, 7.90871], [-1.91297, -6.03317, 9.07478], [-9.06604, -3.47046, -6.14066], [4.58838, 3.41389, 7.84857], [0.88185, 11.12300, -0.73112], [4.77081, 1.82127, 9.13360], [-3.39724, -6.66498, 8.34051], [1.69114, -1.19204, -2.39349], [2.23832, -9.95031, -1.47395], [-2.94537, -6.00153, 5.63412], [8.98964, 0.11004, -2.21862], [-5.86733, -5.42983, -6.12238], [-0.19039, -1.63975, -1.56620], [-1.96807, -6.03488, 6.83622], [8.66836, 0.86116, -1.49703], [-4.09402, 1.66530, -10.23937], [1.73024, 1.02274, 0.22200], [10.09753, -7.40616, 5.54510], [-6.76816, -1.81813, -0.69723], [0.71913, -1.08193, -1.34324], [2.10801, -11.27855, -2.18856], [6.46697, 0.91625, -8.34684], [-3.10241, -5.24534, 3.04617], [5.99599, 0.72871, -10.38220], [-9.12334, 3.68684, 6.45735], [-9.43143, -4.31256, -4.21761], [-2.44005, 6.47651, 2.08197], [0.98354, 13.63292, 1.46977], [1.17413, 2.33773, -0.85682], [5.38882, 3.43131, -9.73929], [6.06462, -7.50240, 6.08607], [10.21249, 0.23436, -4.05406], [-6.40572, 5.70511, -0.51142], [-2.01254, 5.61485, 2.59469], [-3.78830, 0.85991, -9.14926], [9.41548, 2.06548, -3.73189], [-2.70415, 7.24232, -1.61725], [-1.05582, -4.92581, 6.72648], [-10.20001, -3.57637, -7.86541], [5.73113, 7.45626, 0.61950], [-3.08094, -4.95246, 8.35098], [-5.31321, -0.52797, -10.97508], [-3.60477, 7.99503, 0.41351], [-0.38136, 0.00002, 0.71529], [1.91466, -2.54170, -2.69569], [2.07986, -3.11443, -1.78312], [7.79527, -7.09481, 5.06942], [7.26608, -6.09103, 3.20062], [1.63330, 10.80445, -0.22570], [-4.73466, 0.29243, -12.81835], [1.43754, 1.28182, -0.79551], [7.03685, -8.38398, -3.11952], [-8.19310, 4.97258, 6.04372], [5.14668, 3.02202, 11.20742], [-8.67756, 6.00244, 8.86111], [7.34241, -8.33982, -4.02555], [-3.39113, 6.52945, -1.81721], [6.00200, 3.30504, 12.28347], [4.67197, 0.63119, 7.26098], [-2.21369, -6.51869, 4.50392], [5.89270, 0.15225, 8.42736], [9.91915, 0.83659, -3.19419], [-7.03925, 2.66918, 8.16199], [-7.47611, -3.93349, -7.47079], [6.41897, -6.75898, 5.50137], [-7.09096, -0.83877, -12.21232], [-3.49260, -0.12793, -9.50257], [-5.14697, 7.59454, -1.37736], [-3.30040, -5.00223, 5.38224], [-6.06042, 1.48178, -9.82460], [4.43719, 2.26131, -8.80516], [-1.59498, 7.05957, 1.71592], [-5.15476, -5.52412, -5.30296], [-0.62693, 0.69793, 6.58897], [-2.35762, -6.79441, 2.54814], [-5.92995, 5.53207, -2.15441], [6.44524, 1.51744, -9.25581], [-0.45454, 12.56192, -0.24283], [-7.52357, 4.04855, 7.85623], [-5.46484, 1.54442, -10.73535], [8.13626, -0.17175, -2.83542], [4.77711, 4.31122, -7.35376], [4.86975, 7.82982, 0.80581], [-1.08065, -0.74182, 6.47435], [-4.12502, 7.03801, 0.45291], [-3.70824, 0.58673, -12.59936], [6.65506, 0.00995, -10.64509], [-6.83124, -1.32519, 0.12084], [-10.60082, 5.95585, 9.75607], [2.33249, 1.26006, -1.41735], [-6.79017, 2.67076, 9.14080], [10.24227, -8.81875, 5.22401], [1.44541, -10.33588, -7.52035], [-1.43884, -6.98545, 6.76974], [4.00853, 2.87970, 8.47985], [-0.13477, 0.64690, -2.15206], [-7.09198, -4.81641, -5.56025], [8.14200, -6.25876, 3.82730], [2.80453, -7.54014, 2.42694], [5.83886, 2.46186, 10.08923], [-2.93591, 5.75463, -1.35620], [-8.06858, 3.96017, 6.42795], [5.37051, 3.64627, 13.10377], [5.38308, 1.01267, 7.99370], [-0.53385, -5.01948, 7.58606], [-5.10104, 0.93592, -13.61823], [-10.88899, -3.50159, -4.95415], [-4.80274, -0.70635, -13.24948], [-5.72367, 2.44966, -11.28457], [-9.33549, 6.26958, 10.86808], [-7.94441, -4.43076, -6.62136], [-6.06608, -6.44651, -6.46141], [7.64847, 2.77694, -10.55333], [9.64345, -8.87541, 4.31499], [2.10567, -7.85917, 1.85594], [-10.36256, -5.03793, -5.58877], [-3.05817, 7.00695, 2.80631], [8.85886, -6.02443, 6.44395], [-8.24436, 4.25307, 9.83046], [6.18085, 1.50257, 7.43542], [1.10303, -3.02120, -3.24289], [6.60870, 2.42148, 12.48180], [-1.36648, 0.15713, 6.31181], [7.67900, -8.12498, 4.73279], [-2.60301, -5.92554, 8.23791], [9.43852, -0.70102, -1.64522], [8.85985, -7.06562, 6.12146], [3.82702, 3.56449, 9.19972], [1.68732, -9.72097, -6.15827], [0.63138, 12.46957, -0.26173], [-5.63286, 0.29264, -11.61735], [5.43448, 2.67447, -8.95622], [2.24468, 12.35951, 1.30481], [4.77512, 7.75304, 1.75522], [0.61929, 11.95153, 1.86671], [6.50062, 3.19100, 9.62175], [-9.52350, 4.09101, 8.63126], [8.63142, 1.89758, -4.25976], [-9.82434, 7.46792, 9.64788], [1.66121, -9.50798, -7.09111], [-4.58901, 6.74665, -0.98002], [8.72428, -7.72191, 6.98112], [5.64708, 3.28038, -7.69214], [-8.58116, 4.59281, 8.85105], [-10.00668, -4.11895, -5.12299], [0.28778, 0.32256, -1.20109], [6.43526, 1.67866, 10.55721], [-3.29775, 6.04184, 1.07995]], "relative_energy_kcal_mol": 183.1, "homo_ev": -9.19, "orbital_gap_ev": 9.4871, "spin_multiplicity": 1}

***

{"formula": "C40H18BF25GeN4OPtS2", "method": "wB97M-V/def2-TZVPD", "elements": ["F", "C", "C", "H", "C", "C", "C", "F", "F", "H", "H", "C", "F", "F", "N", "C", "H", "C", "C", "Ge", "C", "C", "F", "S", "N", "H", "F", "F", "C", "H", "F", "F", "H", "F", "C", "H", "C", "C", "C", "C", "F", "C", "F", "H", "H", "H", "C", "H", "F", "H", "F", "F", "H", "C", "C", "C", "C", "C", "F", "C", "N", "C", "C", "F", "H", "F", "H", "C", "C", "C", "C", "C", "C", "C", "H", "F", "S", "B", "C", "Pt", "C", "F", "C", "F", "O", "F", "N", "C", "F", "F", "C", "H", "C"], "coordinates": [[4.54426, 0.10840, -0.75678], [2.21557, -3.97636, 2.30864], [-2.49374, -0.76531, 1.86188], [-1.09238, -0.04995, -5.07032], [2.96526, 1.26716, -2.12193], [-2.01241, 1.59322, -3.97751], [1.40533, -3.75631, 3.42422], [4.96509, 0.12414, -2.87280], [-2.32053, 3.67531, -0.18749], [-0.02360, -2.40867, 4.28582], [-2.69507, 3.54952, -3.28805], [-5.64350, 1.43112, -0.96613], [2.95536, 0.72570, -4.47269], [-3.67921, 3.26538, 2.46398], [1.31898, -2.01428, 1.25039], [-2.43005, 3.20068, 2.94279], [-1.17681, 3.58652, -4.19311], [3.95360, -5.23687, 1.01913], [4.44480, 0.85470, -1.85614], [-1.96702, 0.94868, 1.08476], [4.40758, -3.41894, -2.23271], [-1.28991, 1.30505, -2.72802], [4.09052, -1.20864, 1.79327], [4.47657, -7.00918, 2.48842], [3.35200, -6.02038, 3.08693], [1.45243, -4.43778, 4.26276], [-6.64029, 3.31664, -1.94104], [3.79257, 2.63902, -3.90871], [4.60425, -4.37406, -1.26164], [3.25285, 3.30917, -1.44313], [2.63370, -0.46416, 3.40595], [-3.49468, 0.33448, 3.69154], [3.31611, -1.59839, -2.72487], [-2.93624, 5.01462, 4.36018], [-4.54773, 0.86457, -0.33746], [5.30881, -5.18379, -1.39647], [-3.39700, 0.93478, -3.88925], [-3.17965, -0.80544, 3.06314], [-5.60516, 2.76749, -1.32442], [-0.74494, 1.08717, -1.67864], [-3.65371, -4.33795, 3.56206], [3.86688, -4.29470, -0.08000], [5.24787, 1.91408, -1.69832], [-2.70883, 3.33645, -5.04659], [1.58809, 2.71706, -1.36324], [4.94837, -3.44697, -3.16723], [2.63050, 2.44688, -1.21136], [2.79515, 2.16174, -0.17244], [-6.71872, 0.70013, -1.24448], [-0.30605, 1.51464, -5.32570], [-1.64920, -2.00352, 0.04430], [-2.36240, -4.33067, 1.17748], [-3.98052, 1.19056, -4.77561], [-1.26503, 1.02005, -5.18562], [-4.47364, 3.52515, -1.06471], [0.10473, 3.08311, 4.04539], [-1.54747, 2.24022, 2.47482], [-2.15666, 3.11249, -4.13200], [1.31102, 3.01960, 4.58336], [-0.29128, 2.19849, 3.05784], [4.74517, -6.29361, 1.06800], [2.98166, -3.23695, 0.07580], [-3.41290, 1.60006, -0.03654], [4.72237, 0.47848, 3.23937], [-3.30654, -0.15073, -3.83364], [-4.22534, -1.99748, 4.81086], [-1.87023, 1.18056, -6.07982], [0.59572, -1.79465, 2.33564], [3.50946, -2.38020, -2.00634], [2.14886, -3.08371, 1.24969], [-0.79930, 4.04144, 4.47296], [3.15018, -5.07885, 2.18189], [-2.63053, -3.18335, 1.79284], [-3.57479, -1.99420, 3.65211], [0.01145, -0.89302, 2.34691], [-4.62626, -0.43414, -0.02806], [-0.05272, 0.85105, -0.15344], [3.67136, -0.06234, 2.52676], [-3.40154, 2.92858, -0.43310], [1.58053, -0.78491, -0.36287], [2.85330, 1.73075, -3.59386], [-0.45357, 4.90051, 5.41989], [-3.28991, -3.18907, 3.01261], [0.57074, 1.26119, 2.66331], [2.09526, 0.18333, -2.04625], [1.65863, 2.30980, -3.80946], [2.83588, -2.28875, -0.86811], [-2.07201, 4.10088, 3.92634], [3.15315, 0.88345, 1.60558], [-4.43093, 4.80257, -1.42809], [0.59246, -2.65223, 3.43223], [-3.93703, 1.28085, -3.00946], [-2.25744, -1.97716, 1.23383]], "relative_energy_kcal_mol": 8.7, "homo_ev": -9.37, "orbital_gap_ev": 8.1409, "spin_multiplicity": 1}